Computed, not measured: a molecular structure, C26H35B2ClF6N8O7W, with the ωB97M-V functional and the def2-TZVPD basis.

Last column: Löwdin charge in e.
CARTESIAN COORDINATES (ANGSTROEM)
W  -0.704  -0.364  -0.522  2.033
C  -1.330  -0.595  3.153  0.004
C  0.042  -0.645  2.592  -0.279
C  1.224  -0.711  3.331  0.040
C  2.230  -0.906  2.410  0.008
N  1.676  -0.953  1.191  0.055
N  0.344  -0.744  1.278  -0.086
B  2.287  -1.402  -0.140  -0.662
N  1.374  -2.415  -0.879  0.024
C  1.668  -3.678  -1.232  0.003
C  0.694  -4.133  -2.091  0.038
C  -0.206  -3.073  -2.228  -0.300
C  -1.389  -2.959  -3.114  -0.003
N  0.213  -2.051  -1.474  -0.071
N  2.309  -0.143  -1.028  0.049
C  3.318  0.473  -1.657  -0.006
C  2.805  1.512  -2.399  0.030
C  1.431  1.486  -2.166  -0.277
C  0.389  2.347  -2.770  0.003
N  1.132  0.481  -1.321  -0.029
N  3.607  -2.069  0.133  -0.006
C  4.686  -2.337  -0.648  -0.075
C  5.483  -3.236  0.013  -0.002
C  4.804  -3.513  1.220  -0.336
C  5.162  -4.449  2.312  -0.022
N  3.695  -2.808  1.255  0.096
H  -1.311  -0.109  4.127  0.097
H  -1.686  -1.616  3.307  0.090
H  -2.047  -0.107  2.495  0.072
H  1.322  -0.639  4.394  0.123
H  3.284  -1.004  2.563  0.131
H  2.542  -4.176  -0.869  0.134
H  0.619  -5.096  -2.548  0.121
H  -1.172  -3.425  -4.074  0.101
H  -1.619  -1.903  -3.256  0.051
H  -2.246  -3.463  -2.665  0.081
H  4.330  0.153  -1.536  0.121
H  3.346  2.187  -3.028  0.118
H  0.810  2.921  -3.592  0.101
H  -0.021  3.035  -2.032  0.083
H  -0.411  1.714  -3.153  0.062
H  4.810  -1.895  -1.614  0.111
H  6.419  -3.634  -0.311  0.105
H  6.240  -4.503  2.437  0.082
H  4.796  -5.450  2.080  0.085
H  4.695  -4.130  3.241  0.079
O  -2.454  -3.611  -0.437  -0.242
Cl  -2.020  -2.890  0.679  0.701
O  -2.700  -3.219  1.851  -0.216
O  -0.619  -3.021  0.840  -0.286
O  -2.253  -1.447  0.419  -0.446
C  -3.468  0.005  -4.009  0.048
C  -3.038  0.482  -2.610  -0.393
O  -1.781  0.083  -2.224  -0.227
C  -4.034  -0.077  -1.566  -0.567
F  -3.739  0.432  -0.351  0.143
F  -3.876  -1.403  -1.498  0.151
F  -5.316  0.166  -1.808  0.202
C  -3.116  2.033  -2.553  -0.556
F  -4.349  2.508  -2.421  0.198
F  -2.399  2.510  -1.513  0.128
F  -2.596  2.595  -3.646  0.170
H  -3.619  -1.073  -4.000  0.097
H  -2.702  0.253  -4.739  0.107
H  -4.401  0.487  -4.291  0.112
C  -2.687  4.226  1.478  0.004
C  -1.775  3.138  2.038  -0.409
C  -2.083  2.946  3.519  0.004
O  -2.129  1.901  1.349  0.093
B  -1.089  1.451  0.648  -0.752
O  0.041  2.187  0.804  0.064
C  -0.242  3.315  1.695  -0.414
C  0.074  4.586  0.917  0.001
C  0.706  3.180  2.885  0.006
H  -3.717  3.937  1.660  0.102
H  -2.557  4.336  0.408  0.080
H  -2.500  5.175  1.969  0.099
H  -3.122  2.647  3.615  0.103
H  -1.941  3.878  4.056  0.101
H  -1.465  2.179  3.969  0.068
H  -0.495  4.622  -0.007  0.083
H  1.132  4.601  0.669  0.096
H  -0.160  5.461  1.514  0.099
H  0.629  2.197  3.342  0.076
H  0.485  3.941  3.625  0.098
H  1.728  3.309  2.536  0.097

Output
frontier orbital gap (alpha / beta)	5.96 / 6.53	eV
strongest force on any atom	4.71	eV Å⁻¹
multiplicity	2
M	926.520	g mol⁻¹
LUMO level (alpha / beta)	-5.949 / -5.388	eV
total charge	+1